1.
Here is a structure of composition C51H43AsBrHfN2O3S2SbSi in a non-equilibrium geometry from the Open Molecules 2025 dataset. Energies are from ωB97M-V/def2-TZVPD.

Last column: Löwdin charge in e.
CARTESIAN COORDINATES (ANGSTROEM)
1 Hf 1.032 -0.539 -0.811  1.100
2 S -2.048 -1.845 0.210  0.576
3 C -2.335 -1.408 1.896  -0.666
4 C -3.584 -1.544 2.487  -0.123
5 C -3.755 -1.180 3.810  -0.084
6 C -2.696 -0.678 4.549  -0.078
7 C -1.434 -0.599 3.982  -0.099
8 C -1.244 -0.973 2.659  -0.376
9 As 0.492 -1.157 1.770  1.230
10 C 1.658 -0.194 3.012  -0.356
11 C 2.811 -0.735 3.574  -0.111
12 C 3.732 0.072 4.220  -0.083
13 C 3.517 1.436 4.311  -0.076
14 C 2.370 1.988 3.765  -0.069
15 C 1.456 1.183 3.112  -0.114
16 C 0.775 -3.004 2.355  -0.344
17 C 0.840 -3.363 3.700  -0.105
18 C 1.082 -4.678 4.055  -0.079
19 C 1.214 -5.647 3.072  -0.085
20 C 1.110 -5.303 1.734  -0.077
21 C 0.904 -3.982 1.374  -0.115
22 H -4.405 -1.953 1.917  0.101
23 H -4.724 -1.302 4.269  0.106
24 H -2.843 -0.390 5.580  0.102
25 H -0.585 -0.257 4.568  0.100
26 H 2.987 -1.802 3.506  0.101
27 H 4.626 -0.363 4.644  0.108
28 H 4.246 2.063 4.800  0.106
29 H 2.201 3.053 3.829  0.107
30 H 0.581 1.626 2.645  0.090
31 H 0.714 -2.602 4.466  0.105
32 H 1.173 -4.945 5.097  0.104
33 H 1.393 -6.676 3.344  0.102
34 H 1.194 -6.067 0.974  0.105
35 H 0.845 -3.686 0.326  0.088
36 C 4.377 -0.843 -2.553  -0.211
37 Si 2.708 0.147 -2.761  0.597
38 C 2.369 -0.135 -4.651  -0.224
39 C 3.193 2.008 -2.591  -0.298
40 C 4.388 2.497 -3.110  -0.109
41 C 4.726 3.834 -2.998  -0.096
42 C 3.862 4.717 -2.372  -0.101
43 C 2.667 4.252 -1.846  -0.091
44 C 2.345 2.909 -1.948  -0.132
45 H 4.958 -0.805 -3.472  0.022
46 H 4.194 -1.892 -2.323  0.019
47 H 5.002 -0.437 -1.760  0.013
48 H 3.230 0.173 -5.238  0.017
49 H 1.510 0.429 -5.000  0.008
50 H 2.181 -1.183 -4.866  0.017
51 H 5.059 1.815 -3.609  0.095
52 H 5.662 4.192 -3.402  0.098
53 H 4.117 5.766 -2.299  0.098
54 H 1.990 4.940 -1.357  0.100
55 H 1.414 2.552 -1.511  0.017
56 O -0.974 -0.072 -3.556  0.069
57 C -0.534 -0.917 -2.865  -0.672
58 N -0.073 -1.701 -2.107  -0.035
59 Br 6.947 -3.669 2.671  0.750
60 C 6.194 -2.054 2.021  -0.650
61 C 6.866 -0.849 2.205  -0.169
62 N 6.375 0.305 1.788  0.098
63 C 5.200 0.325 1.199  -0.062
64 C 4.456 -0.834 0.955  -0.131
65 C 4.976 -2.063 1.373  -0.033
66 C 3.147 -0.769 0.337  -0.664
67 O 2.531 0.336 0.216  -0.191
68 O 2.581 -1.810 -0.121  -0.139
69 H 7.828 -0.813 2.697  0.107
70 H 4.822 1.285 0.877  0.136
71 H 4.414 -2.967 1.191  0.127
72 S -0.599 1.310 -0.234  0.160
73 Sb -2.735 0.556 -1.020  1.279
74 C -3.059 2.567 -1.786  -0.381
75 C -2.077 3.175 -2.558  -0.149
76 C -2.256 4.468 -3.021  -0.077
77 C -3.413 5.163 -2.709  -0.087
78 C -4.403 4.554 -1.954  -0.085
79 C -4.228 3.257 -1.501  -0.124
80 C -4.466 0.454 0.290  -0.356
81 C -5.463 -0.450 -0.045  -0.124
82 C -6.557 -0.612 0.787  -0.082
83 C -6.659 0.128 1.952  -0.086
84 C -5.677 1.050 2.269  -0.089
85 C -4.576 1.213 1.442  -0.125
86 C -3.543 -0.501 -2.744  -0.341
87 C -3.479 -1.871 -2.913  -0.146
88 C -4.002 -2.442 -4.063  -0.070
89 C -4.578 -1.648 -5.038  -0.078
90 C -4.640 -0.277 -4.861  -0.068
91 C -4.117 0.297 -3.716  -0.107
92 H -1.168 2.635 -2.802  0.079
93 H -1.494 4.927 -3.636  0.106
94 H -3.550 6.177 -3.056  0.101
95 H -5.319 5.082 -1.728  0.102
96 H -5.000 2.767 -0.922  0.091
97 H -5.380 -1.039 -0.949  0.096
98 H -7.326 -1.324 0.529  0.107
99 H -7.502 -0.020 2.611  0.105
100 H -5.766 1.641 3.168  0.108
101 H -3.799 1.924 1.697  0.114
102 H -3.018 -2.495 -2.161  0.053
103 H -3.945 -3.512 -4.199  0.106
104 H -4.979 -2.093 -5.937  0.104
105 H -5.080 0.355 -5.619  0.107
106 H -4.151 1.369 -3.587  0.091

Properties
HOMO level in eV: -7.78
Kohn-Sham gap in hartree: 0.259
E in Eh: -8488.49433
LUMO level in eV: -0.7
Energy relative to the best compared isomer or geometry (same formula, charge and spin) in eV: 3.282
Total charge: 0

=====

2.
Here is a structure of composition C51H43AsIrN10S2 from the Open Molecules 2025 dataset. Energies are from ωB97M-V/def2-TZVPD.

Last column: Löwdin charge in e.
CARTESIAN COORDINATES (ANGSTROEM)
1 Ir 1.032 -0.065 -1.038  1.528
2 C 0.252 2.819 -6.881  -0.050
3 C -0.768 1.866 -7.042  -0.047
4 C -1.140 1.030 -6.006  0.010
5 C -0.464 1.166 -4.799  -0.113
6 C -0.572 0.449 -3.557  -0.282
7 N 0.377 0.913 -2.678  -0.031
8 C 1.096 1.908 -3.335  -0.257
9 N 2.155 2.594 -2.861  0.213
10 C 2.923 2.101 -1.968  -0.256
11 C 4.219 2.674 -1.588  -0.102
12 C 4.794 3.896 -1.866  0.013
13 C 6.089 4.112 -1.406  -0.038
14 C 6.782 3.126 -0.702  -0.041
15 C 6.198 1.897 -0.430  0.013
16 C 4.907 1.693 -0.882  -0.115
17 C 3.999 0.561 -0.707  -0.300
18 N 4.308 -0.488 -0.021  0.203
19 C 3.397 -1.333 0.487  -0.236
20 N 2.013 -1.191 0.452  -0.009
21 C 1.524 -1.963 1.437  -0.208
22 N 0.197 -1.807 1.792  0.143
23 C -0.885 -2.457 -0.405  -0.347
24 N -0.534 -1.316 -1.286  -0.070
25 C -1.509 -1.179 -2.241  -0.341
26 N -1.522 -0.448 -3.306  0.194
27 C -2.613 -2.094 -1.954  -0.099
28 C -3.833 -2.234 -2.596  0.026
29 C -4.711 -3.188 -2.106  -0.043
30 C -4.357 -3.990 -1.018  -0.047
31 C -3.122 -3.850 -0.393  -0.028
32 C -2.263 -2.877 -0.874  -0.110
33 C 2.546 -2.719 2.093  -0.095
34 C 2.560 -3.654 3.132  -0.004
35 C 3.777 -4.198 3.492  -0.049
36 C 4.967 -3.812 2.853  -0.042
37 C 4.963 -2.872 1.840  0.015
38 C 3.737 -2.340 1.457  -0.105
39 N 2.791 0.848 -1.329  -0.050
40 C 0.565 2.099 -4.644  -0.132
41 C 0.936 2.946 -5.688  0.006
42 H 0.508 3.464 -7.714  0.114
43 H -1.267 1.782 -8.000  0.114
44 H -1.919 0.286 -6.124  0.121
45 H 4.258 4.655 -2.421  0.124
46 H 6.572 5.061 -1.602  0.116
47 H 7.791 3.325 -0.365  0.116
48 H 6.727 1.123 0.113  0.124
49 H -4.074 -1.617 -3.453  0.128
50 H -5.677 -3.327 -2.577  0.116
51 H -5.053 -4.740 -0.660  0.114
52 H -2.838 -4.513 0.418  0.109
53 H 1.654 -3.949 3.645  0.103
54 H 3.818 -4.936 4.284  0.114
55 H 5.902 -4.256 3.171  0.116
56 H 5.876 -2.558 1.349  0.125
57 H 1.734 3.669 -5.564  0.121
58 C -3.761 -1.503 2.242  0.043
59 N -3.106 -2.089 3.462  -0.140
60 C -3.625 -3.470 3.717  0.026
61 C -1.591 -2.011 3.462  -0.021
62 C -0.878 -2.692 2.302  -0.269
63 C -0.691 -4.161 2.390  -0.047
64 C -0.191 -4.976 1.456  -0.047
65 C 0.320 -4.660 0.119  -0.044
66 C 0.101 -3.591 -0.644  0.018
67 C -0.916 -1.954 1.005  -0.004
68 H -4.834 -1.473 2.416  0.117
69 H -3.551 -2.132 1.386  0.078
70 H -3.375 -0.505 2.064  0.094
71 H -3.386 -1.509 4.251  0.182
72 H -3.343 -4.108 2.884  0.093
73 H -4.708 -3.431 3.796  0.113
74 H -3.204 -3.853 4.642  0.113
75 H -1.266 -2.438 4.412  0.147
76 H -1.339 -0.955 3.435  0.125
77 H -0.956 -4.605 3.345  0.115
78 H -0.084 -6.017 1.745  0.123
79 H 0.980 -5.418 -0.294  0.122
80 H 0.617 -3.516 -1.598  0.133
81 C -2.022 4.654 0.549  -0.246
82 As -2.506 3.738 -1.073  0.652
83 C -1.299 4.385 -2.417  -0.243
84 C -4.228 4.431 -1.562  -0.255
85 S -2.554 1.652 -0.873  0.126
86 H -2.216 5.720 0.437  0.045
87 H -0.968 4.489 0.757  0.036
88 H -2.619 4.250 1.359  0.025
89 H -1.432 5.463 -2.525  0.049
90 H -1.526 3.891 -3.358  0.037
91 H -0.273 4.170 -2.128  0.027
92 H -4.208 5.521 -1.569  0.045
93 H -4.960 4.076 -0.844  0.037
94 H -4.483 4.058 -2.549  0.041
95 S 2.476 2.181 3.604  1.111
96 C 2.346 1.564 2.003  -0.454
97 N 1.156 1.353 1.542  0.028
98 C 0.208 1.713 2.513  -0.315
99 C -1.177 1.634 2.380  -0.087
100 C -1.974 2.063 3.424  -0.100
101 C -1.419 2.550 4.617  -0.075
102 C -0.050 2.614 4.775  -0.073
103 C 0.753 2.192 3.712  -0.469
104 H 3.260 1.368 1.454  0.065
105 H -1.596 1.295 1.439  -0.006
106 H -3.055 2.054 3.310  0.106
107 H -2.066 2.902 5.413  0.112
108 H 0.392 2.996 5.687  0.118

Properties
HOMO level (alpha / beta) in eV: -10.55 / -12.31
Spin multiplicity: 6
Kohn-Sham gap (alpha / beta) in hartree: 0.208 / 0.206
E in Eh: -5652.75079
LUMO level (alpha / beta) in eV: -4.9 / -6.7
<S²>: 8.797
Energy relative to the best compared isomer or geometry (same formula, charge and spin) in eV: 0.000
Total charge: +2